Record 1
The following is a DFT calculation (the ωB97M-V functional and the def2-TZVPD basis) of a 3-piece molecular cluster, C11H22BNO9S overall.

Calculated values
Kohn-Sham gap: 10.3 eV
highest occupied orbital energy: -9.9139 eV
F_max: 0.0095 Eh/bohr
E: -1587.43714 a.u.
spin multiplicity: 1

Structure (XYZ):
```
45
Properties=species:S:1:pos:R:3:forces:R:3
C -0.26943 -3.27687 3.32319 0.0 -0.2 0.1
C 0.56751 -3.91323 2.22035 0.1 0.1 0.1
O 1.96658 -3.68340 2.42443 0.0 0.1 0.1
C 0.24557 -3.39760 0.83105 0.1 0.0 0.0
O -0.16216 -2.02106 0.93222 -0.1 -0.2 0.0
S -0.09199 -1.18564 -0.45801 0.1 0.1 -0.1
O -1.43227 -0.77855 -0.79652 0.0 0.0 0.1
O 0.58347 0.11670 0.22158 0.1 0.1 -0.4
B 1.89132 0.02550 0.75488 0.1 0.0 0.2
N 2.79701 -1.05022 0.43128 -0.4 0.0 -0.1
O 2.26576 1.03057 1.58600 0.2 0.0 -0.4
H -0.38323 -3.97110 4.15498 0.1 0.0 0.1
H -1.26444 -3.01565 2.97273 0.0 0.1 0.0
H 0.21586 -2.37646 3.69763 -0.1 0.1 -0.1
H 0.39288 -4.99242 2.22889 0.0 -0.1 -0.1
H 2.11736 -3.48032 3.35404 0.0 -0.1 -0.1
H -0.52934 -3.98891 0.34178 -0.2 0.0 0.1
H 1.16145 -3.46337 0.24230 0.0 -0.1 -0.1
H 2.99357 -1.72871 1.15555 0.3 0.1 0.0
H 2.61913 -1.52697 -0.44027 -0.1 -0.2 0.1
H 1.80712 1.86237 1.39621 -0.2 0.0 0.4
O -7.67711 -0.92942 -2.81460 0.0 0.0 0.0
C -6.75763 -0.45493 -2.21706 0.0 0.1 0.0
O -6.51899 -0.74137 -0.91429 0.0 0.0 0.0
C -5.41444 0.03844 -0.42141 0.1 0.1 0.0
C -4.61502 0.42636 -1.65884 0.0 0.0 -0.1
C -5.71177 0.52736 -2.71686 0.1 -0.2 0.2
H -5.81867 0.90814 0.10174 0.0 0.0 0.0
H -4.85354 -0.56851 0.28421 0.0 -0.1 0.0
H -4.03571 1.33605 -1.52071 0.0 0.0 0.0
H -3.92090 -0.37426 -1.91232 0.0 0.0 0.0
H -6.16931 1.51791 -2.75137 0.0 0.0 0.0
H -5.39113 0.25126 -3.71732 -0.1 0.1 -0.1
O 2.03739 3.84777 0.71309 -0.1 -0.2 0.0
C 3.04293 3.76071 0.06429 0.0 0.1 0.0
O 4.26238 3.79903 0.63071 0.0 0.0 0.0
C 5.29003 3.76098 -0.37517 0.0 0.0 -0.1
C 4.62489 3.13815 -1.59860 -0.1 0.0 0.0
C 3.18124 3.61332 -1.43927 0.2 -0.2 0.1
H 5.62284 4.78437 -0.56011 0.0 0.0 0.0
H 6.12285 3.18294 0.01541 0.0 0.0 0.1
H 5.09578 3.43341 -2.53333 0.0 0.1 0.0
H 4.66474 2.05089 -1.52434 0.0 0.0 0.0
H 3.00830 4.59165 -1.89125 0.0 0.0 0.0
H 2.43912 2.91512 -1.81692 -0.1 0.1 0.0
```
Forces are in eV/Å.

=====

Record 2
The following is a DFT calculation (the ωB97M-V functional and the def2-TZVPD basis) of C11H22Cl2IO4P2V as an isolated structure.

Calculated values
Kohn-Sham gap (alpha / beta): 4.5 / 4.7 eV
highest occupied orbital energy (alpha / beta): -14.9938 / -15.0509 eV
F_max: 0.1561 Eh/bohr
<S²>: 2.042
E: -3577.45448 a.u.
energy above the lowest of the compared OMol25 structures with the same formula, charge and spin: 1.567 eV
spin multiplicity: 3
net charge: +2

Structure (XYZ):
```
43
Properties=species:S:1:pos:R:3:forces:R:3
C 3.21287 -1.39140 -3.03769 1.1 0.6 1.1
C 1.80439 -1.34973 -2.80262 -5.6 -2.2 -3.8
H 3.45302 -1.89689 -3.99112 -0.6 0.0 0.1
H 3.69341 -1.92359 -2.20303 0.0 0.1 -0.1
H 3.60093 -0.36163 -3.05720 0.0 -0.1 0.1
O 0.68790 -1.55429 -3.09448 5.5 1.4 2.3
I 2.11042 0.98939 1.60610 0.5 -0.4 -0.8
V 0.31355 0.04270 0.00971 -0.1 2.7 4.4
P -0.09067 2.11845 -1.17098 -0.4 1.4 -0.1
C -1.81321 2.44196 -1.63951 -0.1 -0.3 0.0
C 0.31452 3.57796 -0.16752 0.2 -0.1 0.1
H 0.18643 4.49105 -0.76457 0.0 -0.2 0.1
H 0.65910 3.27278 -3.10948 0.2 -0.3 -0.1
H 1.34421 3.50816 0.20185 -0.3 0.1 -0.1
H 1.92925 2.15434 -2.49184 -0.1 0.2 0.0
H -2.40710 2.49631 -0.71905 0.1 0.0 -0.2
H -0.36721 3.59413 0.69338 0.2 0.0 -0.2
C 0.85944 2.27424 -2.70030 0.2 -0.1 -0.1
H -1.89004 3.39701 -2.17531 0.1 -0.2 0.1
H 0.55462 1.50388 -3.41773 -0.1 0.2 0.0
H -2.20584 1.63390 -2.26664 0.0 0.3 0.1
P 0.08339 -2.11016 1.04905 -0.7 -1.0 1.2
C -1.57121 -2.87232 1.07779 -0.1 0.1 -0.2
C 1.15931 -3.34368 0.26150 0.2 0.0 -0.2
H 1.47807 -1.48945 2.94039 -0.4 -0.3 0.0
H 0.67410 -3.08069 3.18806 -0.1 0.2 -0.1
H -0.25813 -1.54922 3.37593 0.2 -0.2 -0.2
C 0.54349 -2.05517 2.81513 0.3 0.2 0.0
H 2.18605 -2.96446 0.16111 -0.2 -0.2 0.3
H 1.13193 -4.21472 0.93055 0.2 0.0 -0.4
H -1.51769 -3.82952 1.61701 0.0 0.2 -0.2
H -1.94142 -3.03340 0.05605 0.1 -0.1 0.3
H 0.79425 -3.62051 -0.73908 -0.1 0.0 0.4
H -2.25302 -2.18200 1.60878 0.3 -0.3 -0.3
C -1.05541 -0.62852 -1.09474 -6.7 -2.2 -3.8
O -2.06484 -0.94078 -1.61529 4.7 1.3 2.2
Cl -0.53621 1.44887 4.40066 -0.1 0.2 -0.2
C -2.00567 1.66092 3.41314 -0.1 -0.2 -0.6
Cl -2.19983 3.30006 2.77142 0.1 -0.1 0.1
C -1.93738 0.60223 2.25927 -2.0 -1.0 2.8
O -2.61491 -0.39843 2.50539 1.2 1.0 -1.1
O -1.17606 0.85176 1.26478 1.9 -0.8 -2.4
H -2.86879 1.43044 4.05113 0.4 0.1 -0.4
```
Forces are in eV/Å.

=====

Record 3
The following is a DFT calculation (the ωB97M-V functional and the def2-TZVPD basis) of C11H22N2 in the gas phase.

Calculated values
Kohn-Sham gap: 9.7 eV
highest occupied orbital energy: -8.7671 eV
F_max: 0.1449 Eh/bohr
E: -541.55894 a.u.
energy above the lowest of the compared OMol25 structures with the same formula, charge and spin: 7.786 eV
SMILES: NNC1CCC2(CCCCC2)CC1
spin multiplicity: 1

Structure (XYZ):
```
35
Properties=species:S:1:pos:R:3:forces:R:3
N -4.49731 -0.11451 -0.59663 -1.4 -0.6 -3.0
N -3.18500 -0.71817 -0.31894 -3.0 -0.1 3.3
C -2.48919 0.26503 0.51947 2.7 1.8 1.0
C -1.68960 1.31901 -0.48666 0.4 2.5 3.3
C -0.31683 0.96389 -1.13081 0.1 -2.2 0.4
C 0.54753 -0.10974 -0.09266 -1.3 0.5 -1.7
C 1.61528 -0.68644 -1.05986 1.9 0.0 1.6
C 3.08678 -1.22604 -0.58138 -2.2 0.8 -1.3
C 3.88396 0.06110 -0.02652 -6.4 -2.4 3.0
C 2.63213 1.06201 0.52756 4.9 3.0 -0.5
C 1.34392 0.57997 1.04179 -1.7 -1.2 0.9
C -0.46399 -1.18710 0.52766 -0.2 -3.5 -0.8
C -1.53696 -0.52065 1.51402 1.7 1.1 -1.9
H -5.06089 -0.51696 -1.44738 2.0 0.7 2.4
H -5.16390 0.22340 0.11363 1.1 -0.7 0.1
H -3.31511 -1.46083 0.47109 -0.2 0.9 -2.2
H -3.02954 1.07534 1.15104 -0.3 -1.9 -1.1
H -1.60700 2.43191 0.04467 -0.3 -2.9 -0.9
H -2.56317 1.40467 -1.09070 0.0 0.5 -1.6
H -0.69998 0.37878 -2.01246 1.2 0.0 0.6
H 0.44140 1.73768 -1.59091 -1.9 -1.0 1.4
H 2.01321 0.11850 -1.69291 -1.0 -0.3 -0.5
H 1.22196 -1.52810 -1.54942 -0.9 -0.7 -1.3
H 3.27816 -1.80586 -1.62079 0.9 1.4 2.7
H 2.99368 -1.90376 0.24242 -0.1 -0.9 0.2
H 4.30159 0.39717 -0.85030 2.7 2.5 -3.2
H 4.43997 -0.25320 0.81146 1.3 0.0 0.5
H 2.55339 1.81124 -0.32415 -0.8 -1.1 0.5
H 2.92575 1.94107 1.30088 0.6 -2.5 -1.2
H 1.01164 1.66112 1.32592 -0.9 -2.5 0.5
H 1.34303 -0.38911 1.88398 0.5 3.5 -1.7
H 0.06227 -2.28281 0.82254 -0.4 3.3 0.5
H -1.09355 -1.87338 -0.21953 1.0 2.5 0.6
H -1.10861 0.31755 2.06793 0.6 -0.2 0.0
H -1.87501 -1.17276 2.32594 -0.8 -0.2 -0.7
```
Forces are in eV/Å.

=====

Record 4
The following is a DFT calculation (the ωB97M-V functional and the def2-TZVPD basis) of C11H22N2O3S in the gas phase.

Calculated values
Kohn-Sham gap: 9.3 eV
highest occupied orbital energy: -8.7018 eV
F_max: 0.0536 Eh/bohr
E: -1165.79778 a.u.
energy above the lowest of the compared OMol25 structures with the same formula, charge and spin: 0.390 eV
SMILES: CSCC[C@H](N)C(=O)N[C@@H](CC(C)C)C(=O)O
spin multiplicity: 1

Structure (XYZ):
```
39
Properties=species:S:1:pos:R:3:forces:R:3
C 5.05016 0.76876 -0.96029 -0.1 0.4 0.8
S 5.01541 -0.92042 -0.30307 0.0 0.1 -0.6
C 4.05643 -0.63835 1.18403 -1.0 0.2 0.4
C 2.60303 -0.05207 0.94890 0.9 0.3 0.3
C 1.63998 -0.98430 0.21438 0.2 -0.4 0.9
N 1.66102 -0.86184 -1.21295 -0.9 2.1 -1.5
C 0.19285 -0.82256 0.77350 -0.2 0.4 1.0
O -0.05017 -0.55070 1.95816 0.6 -0.4 -1.3
N -0.77797 -1.01178 -0.14257 1.3 -0.8 -2.1
C -2.14509 -1.05526 0.15435 -2.1 0.1 1.6
C -2.96953 0.03734 -0.51169 0.8 0.4 -0.3
C -2.44956 1.44842 -0.18861 -0.6 0.0 0.3
C -3.24180 2.41826 -1.05235 0.2 0.5 -0.5
C -2.57885 1.83650 1.30439 -0.8 -0.3 -0.2
C -2.88911 -2.39220 -0.12881 2.5 0.5 1.0
O -4.05645 -2.56110 -0.01603 -1.0 -0.2 -0.2
O -1.98978 -3.37442 -0.39603 -0.7 -0.3 -0.3
H 4.06695 1.15573 -1.25443 0.2 -0.2 0.1
H 5.49858 1.45887 -0.22070 -0.2 -0.3 -0.3
H 5.67689 0.77486 -1.82920 0.4 -0.1 -0.5
H 4.03385 -1.61899 1.71686 -0.2 0.7 -0.4
H 4.66213 0.04543 1.79481 -0.4 -0.1 0.0
H 2.68256 0.89198 0.34557 0.0 -0.7 0.6
H 2.16332 0.21557 1.92379 0.3 -0.1 -0.3
H 1.90137 -2.02683 0.48770 -0.1 0.3 -0.2
H 2.42289 -1.25523 -1.72650 0.6 -0.6 0.4
H 1.65316 0.15491 -1.50645 -0.2 -1.5 0.6
H -0.46821 -1.29148 -1.09574 -0.1 0.4 1.1
H -2.18107 -0.87131 1.26953 -0.3 -0.5 -1.0
H -2.98923 -0.13997 -1.60777 0.2 0.2 0.4
H -4.00109 -0.05286 -0.19647 -0.2 0.0 0.2
H -1.39794 1.54893 -0.41907 0.4 -0.2 -0.3
H -2.92479 2.41451 -2.11733 -0.1 -0.1 0.6
H -4.30636 2.17220 -1.04167 0.0 0.1 0.1
H -3.11734 3.43616 -0.66805 -0.1 0.0 -0.2
H -3.62965 1.73060 1.62010 0.2 -0.1 0.0
H -1.95428 1.26485 1.99684 0.0 0.0 -0.3
H -2.34682 2.89140 1.43143 0.2 0.1 0.0
H -2.51551 -4.18361 -0.52857 0.2 0.1 0.0
```
Forces are in eV/Å.

=====

Record 5
The following is a DFT calculation (the ωB97M-V functional and the def2-TZVPD basis) of a 4-piece molecular cluster, C11H22N3S overall.

Calculated values
Kohn-Sham gap: 8.9 eV
highest occupied orbital energy: -12.2221 eV
F_max: 0.0978 Eh/bohr
E: -994.39909 a.u.
spin multiplicity: 1
net charge: +1

Structure (XYZ):
```
37
Properties=species:S:1:pos:R:3:forces:R:3
C -2.08296 1.69631 -1.76185 0.0 -0.7 0.3
C -1.90504 0.58749 -2.85266 -0.4 -0.2 0.3
C -1.61629 -0.82178 -2.22265 0.5 0.3 -1.0
C -0.92400 0.95742 -4.00684 -0.6 0.1 0.4
C 0.39863 1.65619 -3.58916 -0.9 -0.8 -1.6
S 1.21247 1.00377 -2.10825 1.5 1.0 0.2
H -1.85967 1.25404 -0.77170 -0.1 0.3 -0.3
H -1.42667 2.57268 -1.88196 -0.4 -0.1 -0.1
H -3.13927 2.00233 -1.70923 0.5 0.2 -0.1
H -2.89525 0.46880 -3.32799 0.5 0.1 0.0
H -1.18246 -1.44536 -3.02898 -0.2 0.0 0.5
H -0.89035 -0.78437 -1.39494 -0.5 -0.1 -0.1
H -2.53477 -1.33173 -1.90595 0.3 0.3 0.2
H -0.75259 0.05145 -4.61374 0.2 0.4 0.3
H -1.44578 1.66939 -4.67402 0.4 -0.2 0.2
H 1.12065 1.50144 -4.41240 0.0 0.0 0.6
H 0.26092 2.74822 -3.53806 0.3 -0.5 0.8
H 1.15387 -0.35481 -2.12214 -0.8 0.4 0.2
H 0.50281 1.44229 -1.03036 -0.3 -0.8 -0.4
C 3.66919 -0.23943 0.98751 0.4 0.2 0.0
C 2.27781 -0.67794 1.01166 0.1 0.2 0.2
N 1.17010 -1.01110 1.03914 4.2 0.1 -2.7
H 4.10968 -0.35611 -0.00374 -0.2 -0.1 0.0
H 3.76120 0.80931 1.26827 -0.1 -0.1 0.1
H 4.27756 -0.81413 1.68430 -0.1 0.0 0.1
C 1.70828 -0.08464 4.83445 -0.4 -0.2 0.2
C 2.90076 0.57082 4.31591 -0.1 0.0 0.1
N 3.84123 1.08562 3.90578 -0.1 0.0 -0.1
H 1.52755 0.18942 5.87348 0.2 0.1 0.0
H 0.82405 0.19174 4.25995 0.1 0.1 -0.1
H 1.80320 -1.16922 4.79074 0.1 0.0 -0.1
C -2.67605 -2.45628 3.04406 -0.2 -0.3 0.2
C -1.56833 -1.75638 2.40336 0.1 -0.2 -0.1
N -0.68803 -1.22017 1.88273 -4.4 0.2 2.2
H -2.74697 -2.19829 4.10028 0.1 0.1 0.0
H -3.62668 -2.19902 2.57803 0.1 0.1 -0.1
H -2.55877 -3.53799 2.97696 0.1 0.1 -0.1
```
Forces are in eV/Å.

=====

Record 6
The following is a DFT calculation (the ωB97M-V functional and the def2-TZVPD basis) of C11H22N6O5Sn as an isolated structure.

Calculated values
Kohn-Sham gap (alpha / beta): 4.4 / 3.6 eV
highest occupied orbital energy (alpha / beta): -4.6702 / -3.8919 eV
F_max: 0.0558 Eh/bohr
E: -1351.07431 a.u.
energy above the lowest of the compared OMol25 structures with the same formula, charge and spin: 2.958 eV
spin multiplicity: 1

Structure (XYZ):
```
45
Properties=species:S:1:pos:R:3:forces:R:3
O -1.98307 3.32189 -0.75628 0.3 1.8 0.3
H -2.57847 3.96653 -1.17711 0.1 -0.2 0.1
Sn -0.81960 0.47838 -0.18906 0.4 -1.5 -1.7
N 0.66764 -0.86577 -1.35094 0.0 0.0 0.5
N 0.16763 1.68300 -1.84426 0.1 -0.7 -0.3
O 1.25401 -2.13359 -1.14080 -0.4 -1.0 1.3
O 0.03515 3.01164 -2.14934 -0.7 0.7 0.5
C 1.14022 -0.36754 -2.47905 0.3 1.0 -0.2
C 0.88726 1.01500 -2.74284 0.2 -0.7 0.6
C 2.00728 -1.28733 -3.24233 0.5 0.3 -1.4
C 1.40763 1.78578 -3.89204 0.4 -0.3 -0.8
H 1.46960 -2.21447 -3.46613 0.2 0.1 0.0
H 2.90768 -1.54439 -2.67311 -0.1 0.0 -0.1
H 2.30827 -0.82369 -4.18452 0.1 -0.2 0.0
H 1.89228 2.71386 -3.56827 -0.2 -0.2 -0.1
H 0.58352 2.03858 -4.57326 0.2 0.2 0.1
H 2.13054 1.18135 -4.44465 -0.1 0.2 -0.1
H 0.86568 -2.45996 -0.30585 0.1 0.5 -0.8
H -0.81934 3.26902 -1.57689 0.5 -0.1 -0.3
O 1.37093 1.10701 0.68559 1.3 0.3 0.7
H 2.15686 0.54502 0.55021 -0.6 0.2 -0.2
H 1.68700 2.02880 0.66225 -0.3 -0.4 -0.2
C -2.82172 1.67551 -0.88967 -2.6 -0.3 -1.2
H -2.95026 1.39251 0.15659 0.1 -0.3 -0.7
H -2.28029 1.16245 -1.70331 -0.7 0.1 0.7
H -3.79357 1.96044 -1.28875 -0.1 0.4 0.0
O -2.48408 -4.23652 -0.36846 -0.5 0.3 -0.1
H -2.59742 -3.95106 -1.28865 0.1 -0.1 0.3
H -3.27303 -3.88362 0.07820 0.5 -0.2 -0.2
N -1.16880 1.73411 3.90205 -0.1 -0.5 0.6
C -1.48830 3.02648 3.52089 0.2 -0.3 -0.4
C -1.41027 3.04696 2.15601 0.2 -0.8 0.4
N -1.06069 1.78311 1.70748 0.0 0.5 2.4
C -0.94084 0.99370 2.78670 0.0 1.6 -0.7
C -0.53855 -0.39938 2.76068 0.9 -1.4 -0.4
N -0.30402 -1.12267 1.65972 0.2 -0.4 1.9
C 0.09685 -2.37826 2.08570 -0.2 0.9 0.6
C 0.15278 -2.39690 3.45472 -0.1 0.1 -0.3
N -0.23659 -1.13930 3.87366 -0.3 0.2 -0.1
H -1.12476 1.37260 4.85618 -0.2 0.5 -0.6
H -1.74911 3.79457 4.22395 0.0 0.0 0.1
H -1.57087 3.84057 1.44537 -0.1 0.0 -0.1
H 0.29142 -3.18187 1.38918 0.0 0.1 0.2
H 0.42447 -3.17956 4.14096 0.0 0.1 0.1
H -0.30436 -0.80564 4.83122 0.1 -0.4 -0.4
```
Forces are in eV/Å.

=====

Question: The highest E belongs to which entry?
Answer: C11H22N2